Formula: C16H30N3O4
Source: the Open Molecules 2025 dataset
Level of theory: the ωB97M-V functional and the def2-TZVPD basis

Each atom is followed by the atoms it is bonded to, with distances in Å.
Cartesian coordinates (Å):
1 C -2.9461 4.2362 1.2457  C2 1.591, H17 1.125, H18 1.118, H19 1.123
2 C -2.2986 4.4897 -0.1850  C1 1.591, C3 1.594, H20 1.127, H21 1.119
3 C -2.1718 3.1315 -1.0096  C2 1.594, N4 1.486, H22 1.123, H23 1.117
4 N -0.9403 2.4397 -0.5494  C3 1.486, C5 1.356, C13 1.431
5 C 0.2614 2.5840 -1.1616  N4 1.356, N6 1.384, H24 1.110
6 N 1.1996 1.7860 -0.5304  C5 1.384, N7 1.378, C10 1.400
7 N 2.5027 1.7031 -0.9693  N6 1.378, C8 1.482, H25 1.019
8 C 3.5136 1.7749 0.1117  N7 1.482, C9 1.605, H26 1.128, H27 1.116
9 C 4.2824 0.3666 0.1330  C8 1.605, H28 1.131, H29 1.119, H30 1.127
10 C 0.5077 1.1418 0.5023  N6 1.400, C11 1.549, C13 1.439
11 C 1.0842 0.1162 1.5106  C10 1.549, C12 1.603, H31 1.113, H32 1.126
12 C 1.4652 0.8286 2.8956  C11 1.603, H33 1.126, H34 1.120, H35 1.127
13 C -0.8795 1.5219 0.5463  N4 1.431, C10 1.439, C14 1.557
14 C -2.0352 1.0502 1.4768  C13 1.557, O15 1.418, H36 1.127, H37 1.120
15 O -2.1016 -0.3604 1.6059  C14 1.418, C16 1.440
16 C -2.0493 -1.0177 0.3258  O15 1.440, H38 1.129, H39 1.125, H40 1.132
17 H -3.8537 3.5805 1.1348  C1 1.125
18 H -3.2268 5.2145 1.7088  C1 1.118
19 H -2.1664 3.7646 1.9017  C1 1.123
20 H -1.2403 4.8459 -0.0355  C2 1.127
21 H -2.9083 5.2073 -0.7899  C2 1.119
22 H -2.0308 3.3290 -2.1064  C3 1.123
23 H -3.0584 2.4672 -0.8649  C3 1.117
24 H 0.5434 3.2024 -2.0390  C5 1.110
25 H 2.6521 0.9221 -1.6066  N7 1.019
26 H 4.3223 2.5346 -0.0900  C8 1.128
27 H 3.0930 2.0015 1.1203  C8 1.116
28 H 3.5852 -0.4467 -0.2299  C9 1.131
29 H 5.1668 0.3613 -0.5528  C9 1.119
30 H 4.5492 0.0591 1.1837  C9 1.127
31 H 1.9236 -0.5046 1.1244  C11 1.113
32 H 0.2417 -0.5840 1.7693  C11 1.126
33 H 0.6155 0.7132 3.6259  C12 1.126
34 H 1.6618 1.9249 2.7751  C12 1.120
35 H 2.3766 0.3613 3.3658  C12 1.127
36 H -2.9979 1.4321 1.0334  C14 1.127
37 H -1.9265 1.5309 2.4828  C14 1.120
38 H -2.7276 -1.9195 0.3555  C16 1.129
39 H -2.4189 -0.3847 -0.5278  C16 1.125
40 H -1.0129 -1.4235 0.1220  C16 1.132
41 C -0.6523 -6.3887 -1.0376  C42 1.511, H48 1.091, H49 1.092, H50 1.091
42 C -0.5473 -4.9877 -1.5934  C41 1.511, C43 1.502, O47 1.434, H51 1.095
43 C 0.5541 -4.8003 -2.5967  C42 1.502, O44 1.431, H52 1.089, H53 1.093
44 O 0.8286 -3.4009 -2.4741  C43 1.431, C45 1.357
45 C 0.4985 -3.0498 -1.2055  O44 1.357, O46 1.197, O47 1.356
46 O 0.7645 -1.9947 -0.7055  C45 1.197
47 O -0.1701 -4.0488 -0.5775  C42 1.434, C45 1.356
48 H -1.0775 -7.0689 -1.7769  C41 1.091
49 H 0.3264 -6.7702 -0.7384  C41 1.092
50 H -1.2811 -6.3995 -0.1457  C41 1.091
51 H -1.5156 -4.6710 -1.9946  C42 1.095
52 H 0.2490 -5.0499 -3.6120  C43 1.089
53 H 1.4660 -5.3514 -2.3512  C43 1.093

The value obtained for the orbital gap is 0.36935 hartree. As for the spin multiplicity: 1. As for the charge: +1. The value obtained for the energy relative to the best compared isomer or geometry (same formula, charge and spin) is 1.443 eV. The molar mass comes out at 328.4 g/mol. The LUMO energy comes out at -0.0839 Eh.